Here is a cluster of 3 separate species, C31H74ClN8O11P4S in total from the OMol25 dataset. Energies are from ωB97M-V/def2-TZVPD.

XYZ file:
```
130
Properties=species:S:1:pos:R:3:forces:R:3:mulliken_charge:R:1
Cl -1.922198 1.713564 -1.924205 -1.168 0.931 1.195 -0.073
S -4.478095 -3.840027 2.865662 4.989 -5.728 -0.615 1.121
P 1.658740 1.359494 -5.505466 5.034 -6.201 -1.751 0.797
P -6.983051 -0.224171 -0.658936 3.016 -5.489 -2.672 0.672
P 6.600520 -2.825983 2.238496 3.638 -1.353 -7.158 0.781
P -2.244104 3.437123 -0.684729 0.289 2.157 -1.981 0.418
O -8.336505 -1.143629 -0.061242 1.970 3.850 -0.230 -0.420
O 1.755805 2.328605 1.754342 -2.213 -1.273 1.170 -0.435
O -5.849114 -4.284908 1.892735 2.371 1.778 0.654 -0.486
O 5.599838 -1.916042 1.484715 -2.062 0.191 4.241 -0.758
O -4.413791 -4.621084 4.201732 -1.747 3.696 -4.387 -0.591
O -7.394468 0.456681 -2.208077 1.264 -0.830 2.740 -0.438
O -3.535162 4.386531 -1.451402 0.837 -2.080 2.759 -0.542
O -1.187442 4.818537 2.038822 -2.965 -3.991 -0.143 -0.376
O 2.589500 1.653332 -4.303432 -2.887 3.764 0.422 -0.780
O -5.811981 -1.297607 -0.936318 -3.984 4.051 1.433 -0.692
O -3.231037 -4.262714 2.006885 -4.772 2.511 2.486 -0.621
N -2.802562 2.989776 0.948092 -2.420 -1.738 4.431 0.220
N 1.239041 -0.151652 -4.828603 -1.280 -1.297 1.824 0.189
N 7.888576 -1.790599 1.806357 1.100 2.121 0.279 0.200
N 3.020025 1.223177 -6.571686 1.103 0.687 -1.370 0.166
N 6.382678 -4.091498 1.072512 -0.778 -1.701 -0.571 0.146
N 7.750877 -3.872028 3.105022 -1.378 0.876 1.666 -0.019
N -3.830761 2.070402 2.962528 1.974 2.533 -2.418 0.163
N 0.588763 1.021705 -6.887294 -1.070 1.868 1.090 0.052
C 4.085772 2.216554 -6.323774 -0.245 0.214 0.238 -1.076
C -4.613424 1.288203 4.002576 -0.985 -1.686 0.651 -0.530
C -4.627452 0.909125 0.511776 0.197 -0.794 0.771 0.472
C -4.473295 -1.414843 4.576394 -0.273 0.358 0.353 -0.699
C 8.450245 -5.065530 2.670030 -0.772 -1.161 0.083 -0.863
C -2.707299 3.566944 5.076847 -0.575 0.247 0.156 -0.333
C 3.199310 0.134872 1.726513 -0.214 -0.816 0.704 -0.684
C 1.153126 -1.462150 -5.438881 -0.295 -0.024 -0.602 -0.839
C -9.662336 1.057210 0.486086 0.718 1.000 0.876 -0.666
C 3.701635 -0.040344 -6.835172 -0.332 -0.180 -0.064 -1.151
C 7.212487 -4.226256 -0.120702 0.312 0.034 0.212 -1.135
C 4.986718 -4.263916 0.619034 -0.075 0.225 0.312 -1.049
C 9.203294 -2.096541 1.281818 0.310 -0.532 0.307 -0.837
C -3.706318 0.044104 4.641469 0.489 -0.001 -0.670 -0.327
C -6.259357 1.037461 0.599158 -0.675 1.677 0.639 -0.339
C -1.190937 4.088596 5.449913 -0.348 -0.416 0.878 -0.868
C -2.196234 3.751115 2.122553 -1.899 -1.502 3.312 0.147
C 0.882580 0.454274 -8.189015 0.521 0.893 -0.901 -0.879
C -3.794495 1.964646 1.450981 1.300 2.016 2.435 -0.397
C -6.291446 2.696637 -2.435099 0.081 -1.114 0.484 -0.272
C 1.941807 0.977080 2.377109 0.949 -1.093 -0.064 -0.041
C -2.913686 3.146781 3.503596 1.249 0.274 -5.383 0.147
C 0.179138 4.291416 1.902544 2.230 -0.379 0.148 -0.510
C 0.296055 2.656604 1.868887 1.361 -0.396 -0.395 0.299
C 0.334392 -0.076565 -3.677454 0.602 0.418 0.334 -1.216
C -0.843968 1.110013 -6.632921 -0.052 0.057 0.330 -1.082
C -4.438766 -1.974767 3.035755 -0.356 2.262 -0.041 0.156
C -9.107998 -0.412776 0.955879 -2.415 -0.238 1.051 -0.149
C 7.926385 -0.521843 2.539841 -0.672 0.206 -0.164 -0.853
C 8.262333 -3.361667 4.371184 -0.120 0.345 0.102 -1.062
C -6.240771 1.082889 -2.872133 0.955 2.356 -0.912 -0.285
H -8.524252 -0.376315 1.984297 -1.019 0.057 -2.178 0.123
H 1.001330 -0.630693 -8.141725 0.087 -0.023 0.187 0.294
H -10.075624 -1.076614 1.175303 2.352 1.242 -0.622 0.354
H -1.393610 1.493294 -7.499251 0.159 -0.014 0.044 0.396
H -0.425760 3.293690 5.059539 -1.308 1.789 0.612 0.163
H -6.706367 0.841665 1.680203 1.056 0.194 -2.313 0.199
H 4.715344 -3.522290 -0.145308 -0.047 -0.041 0.145 0.332
H 9.301942 -4.826316 2.029030 -0.073 0.179 -0.101 0.283
H 8.570546 0.217786 2.057835 0.039 -0.221 -0.088 0.380
H -5.345502 -1.511997 2.421260 1.797 -1.294 1.229 -0.246
H 4.725501 1.921276 -5.480311 -0.111 0.131 -0.055 0.337
H 4.553385 0.101094 -7.513301 -0.116 0.331 0.254 0.399
H 8.424183 -4.160722 5.102522 -0.075 0.017 -0.155 0.394
H 2.196578 1.102915 3.535068 -0.941 -0.152 -2.381 0.182
H 8.848986 -5.631682 3.520252 -0.105 0.313 0.150 0.345
H 3.665923 3.203641 -6.106647 0.065 -0.199 0.045 0.351
H -9.059000 1.863457 1.123252 -1.342 -1.524 -1.379 0.161
H 4.152720 0.172417 2.441356 -2.072 0.133 -1.910 0.061
H 3.070732 -0.741935 -7.367715 -0.204 -0.173 0.080 0.302
H -1.116351 4.080442 6.640290 -0.226 -0.014 -2.635 0.376
H 8.239693 -4.471586 0.121234 0.210 0.156 0.087 0.307
H 0.658437 4.818028 0.958386 -1.095 -1.428 1.804 0.284
H -10.811777 1.237085 0.751620 2.638 -0.643 -0.784 0.326
H 9.181146 -2.773796 0.434703 -0.175 -0.200 0.145 0.180
H -3.922855 -2.153072 5.312067 -1.235 1.417 -1.624 0.388
H 0.977390 0.292684 2.213983 1.873 1.725 0.425 0.189
H 4.072495 -0.505885 -5.912448 0.040 -0.071 -0.027 0.324
H 7.794178 -5.774674 2.158040 0.071 0.359 -0.143 0.282
H 7.544565 -2.670710 4.823765 0.154 0.004 -0.055 0.305
H -4.187660 4.666017 -0.744288 0.862 -0.371 -1.131 0.324
H 7.186767 -3.321174 -0.741870 0.051 -0.014 -0.066 0.299
H -3.508006 4.413089 5.326263 1.748 -1.762 -0.665 0.344
H 2.867391 -1.011370 1.731929 0.804 2.512 -0.063 0.202
H 0.075367 0.648835 -8.905222 -0.147 0.104 0.317 0.355
H -0.686082 0.159069 -3.989442 -0.328 -0.144 0.043 0.272
H 0.659034 0.701028 -2.976584 0.070 0.007 -0.221 0.415
H 1.104251 -2.253848 -4.679236 -0.110 0.462 0.134 0.380
H -5.594746 -4.028459 0.938238 -0.256 -0.477 1.823 0.390
H -3.344175 0.308459 5.744150 -0.871 -0.662 -2.479 0.346
H -5.951649 3.389392 -3.315677 -0.622 -1.279 1.936 0.353
H 2.031874 -1.724985 -6.018094 -0.010 0.267 -0.149 0.192
H 0.311035 -1.007716 -3.105846 0.087 -0.058 -0.209 0.332
H 0.270183 -1.576002 -6.070651 -0.203 -0.211 -0.218 0.244
H 8.278199 -0.666117 3.564360 0.206 0.178 0.137 0.303
H 9.874948 -2.504875 2.039333 0.332 -0.117 0.085 0.242
H 4.729410 2.331071 -7.203360 -0.262 -0.212 -0.069 0.325
H 3.452139 0.413777 0.618525 -0.492 -0.331 2.278 0.267
H -0.195393 2.158239 0.903763 0.655 1.139 2.134 0.063
H -4.331032 -0.180630 0.899125 -0.598 2.455 -1.070 0.110
H 9.209741 -2.831117 4.234594 0.116 -0.015 0.028 0.303
H 6.929211 -0.069530 2.588013 0.050 -0.202 -0.009 0.075
H -6.618412 2.139959 0.316779 0.812 -2.445 0.560 0.382
H -4.332776 0.967742 -0.621099 -0.164 0.116 2.439 -0.121
H -1.045004 1.802378 -5.809722 -0.021 -0.131 -0.015 0.307
H -9.433445 1.307313 -0.641853 -0.673 -0.778 2.158 0.225
H -3.443608 -1.569820 2.519261 -2.036 -1.523 1.021 0.276
H -5.607002 -1.271085 4.920465 2.535 -0.509 -0.636 0.312
H -1.264018 0.134088 -6.370528 -0.089 -0.099 -0.044 0.289
H -0.055865 2.120639 2.866391 0.199 1.467 -2.078 0.107
H 4.283877 -4.170139 1.452688 0.122 0.062 -0.143 0.332
H -5.560828 0.777621 3.533799 1.904 1.251 0.590 -0.071
H -5.591756 2.780386 -1.496403 -1.189 0.288 -1.969 -0.263
H -2.965868 2.671762 5.820932 0.575 1.728 -2.037 0.206
H -2.764631 -0.048950 3.925752 -1.720 0.265 1.728 0.177
H 4.834027 -5.258370 0.184520 0.309 0.024 0.125 0.322
H -5.198910 0.617814 -2.598814 -2.219 0.589 -0.337 0.246
H 0.789033 4.673279 2.833143 -1.287 -0.821 -1.747 0.238
H 9.690004 -1.199380 0.876292 -0.384 0.058 0.323 0.390
H -0.967475 5.191109 5.122791 -0.448 -2.369 0.273 0.256
H -6.303349 1.057800 -4.061343 -0.468 -0.459 2.751 0.364
H 6.887155 -5.074065 -0.737728 -0.297 0.193 0.240 0.397
H 1.767049 0.899764 -8.652367 0.015 -0.201 0.341 0.286
H -7.384973 2.932816 -2.059011 2.184 -0.372 -1.082 0.209
H -5.009601 1.998687 4.859432 1.024 -1.235 -2.056 0.451
```
Forces are in eV/Å.

Computed properties:
2S+1	1
net charge	+1
molar mass	926.394	g mol⁻¹
Kohn-Sham gap	5.0184	eV

Here is a cluster of 2 separate species, C9H14 in total from the OMol25 dataset. Energies are from ωB97M-V/def2-TZVPD.

XYZ file:
```
23
Properties=species:S:1:pos:R:3:forces:R:3:nbo_charge:R:1
C -1.279298 0.286233 0.329004 -0.115 -0.094 0.003 -0.226
C -1.454248 -0.876046 1.074016 0.438 0.282 0.259 -0.201
C -1.106691 1.498013 -1.885755 -0.506 -0.277 0.249 -0.632
C -1.649807 -2.096916 0.455989 0.084 0.015 -0.449 -0.228
C -1.454756 -0.987829 -1.682012 0.287 0.051 0.273 -0.223
C -1.661556 -2.136175 -0.934479 -0.073 -0.112 -0.123 -0.199
C -1.255539 0.244639 -1.057407 -0.116 -0.115 -0.407 0.000
C 2.915331 0.050024 1.605664 -0.649 0.142 -0.695 -0.607
C 2.216023 1.264729 0.966621 0.985 0.390 0.328 -0.609
H -1.324737 -0.809856 2.146906 -0.305 -0.082 0.073 0.211
H -1.378971 -1.065631 -2.758559 -0.162 0.075 -0.076 0.207
H 3.001168 1.875495 0.506808 -0.261 -0.047 -0.295 0.199
H -0.860323 1.270049 -2.920010 0.155 -0.008 -0.003 0.215
H 2.324503 -0.373321 2.410108 0.141 0.074 0.390 0.202
H -1.165606 1.238634 0.834099 0.119 -0.034 0.035 0.210
H 3.922935 0.327550 1.906682 -0.083 -0.165 0.358 0.204
H 1.470105 1.024698 0.220466 -0.137 -0.191 -0.048 0.208
H -2.083713 1.987373 -1.892212 0.094 0.233 -0.074 0.221
H -1.743503 -3.016145 1.015767 -0.077 0.037 0.133 0.215
H 1.778673 1.926237 1.712517 -0.212 -0.106 0.126 0.199
H -0.380731 2.184976 -1.463629 0.125 0.093 0.000 0.218
H -1.819430 -3.068284 -1.463882 0.047 -0.064 0.122 0.210
H 2.990179 -0.748447 0.873290 0.220 -0.096 -0.177 0.204
```
Forces are in eV/Å.

Computed properties:
energy above the lowest of the compared OMol25 structures with the same formula, charge and spin	18.60	kJ/mol
2S+1	1
SMILES	Cc1ccccc1.CC
molar mass	122.211	g mol⁻¹
Kohn-Sham gap	10.0925	eV

Here is the molecule C6H7NS from the OMol25 dataset. Energies are from ωB97M-V/def2-TZVPD.

XYZ file:
```
15
Properties=species:S:1:pos:R:3:forces:R:3:nbo_charge:R:1
S -1.845150 -0.980058 -0.917286 1.672 1.111 0.292 0.218
N 0.910730 -0.038490 -0.901126 1.299 1.082 1.246 -0.373
C -1.851582 -0.177434 1.808438 -3.735 -0.512 -0.570 -0.554
C 1.550668 1.149413 1.259625 -1.741 1.050 2.293 -0.760
C 0.289965 -0.966673 -2.934258 0.253 -1.698 -3.002 -0.412
C 0.943695 0.477166 0.189934 -3.379 -1.885 -2.130 0.486
C -1.472687 -0.364580 0.574465 1.833 0.139 -0.738 -0.306
C 0.033733 -0.627423 -1.717349 -1.019 0.177 1.390 0.070
H -2.992330 -0.278723 1.990332 1.959 0.012 0.306 0.191
H 1.146262 2.128221 1.528003 -0.909 0.222 -0.948 0.281
H 1.310609 -0.982631 -3.380416 -1.008 0.374 0.435 0.221
H 1.162426 0.658754 2.156342 0.850 -0.511 0.226 0.276
H 2.545709 1.432979 1.259509 2.475 -0.570 -0.219 0.252
H -0.526062 -1.427937 -3.527982 0.678 0.365 0.355 0.214
H -1.205988 -0.002584 2.611770 0.774 0.645 1.063 0.196
```
Forces are in eV/Å.

Computed properties:
energy above the lowest of the compared OMol25 structures with the same formula, charge and spin	553.53	kJ/mol
2S+1	1
molar mass	125.196	g mol⁻¹
Kohn-Sham gap (alpha / beta)	7.7168 / 7.7185	eV